# 1
Entry from the OMol25 dataset: C19H28FeNO4 as an isolated structure in a non-equilibrium geometry (ωB97M-V with the def2-TZVPD basis set).

- LUMO energy (alpha / beta): 2.6 / 2.6 eV
- Strongest force on any atom: 0.0662 hartree/bohr
- 2S+1: 5
- Expectation value of S²: 6.019
- E_HOMO (alpha / beta): -3.1 / -3.3 eV
- Net charge: -1
- Calculated total energy: -64219.34335 eV
- Kohn-Sham gap (alpha / beta): 5.67 / 5.81 eV

```
53
C19H28FeNO4 | the OMol25 dataset | ωB97M-V with the def2-TZVPD basis set
O -1.105 2.810 -2.138
C 0.008 3.787 -2.256
C -0.673 4.815 -1.339
H 0.165 4.146 -3.285
H 0.944 3.406 -1.854
C -1.847 3.794 -1.363
H -0.942 5.790 -1.748
H -0.164 4.910 -0.368
C -3.135 4.224 -2.042
H -2.964 4.608 -3.060
H -3.647 4.965 -1.406
H -3.815 3.358 -2.061
C -2.230 3.307 0.013
H -1.326 3.143 0.616
H -2.811 2.381 -0.136
H -2.849 4.091 0.495
Fe 0.963 -1.584 0.921
C 1.515 0.054 3.588
C 2.558 -0.744 3.085
C 2.729 -0.428 1.687
H 3.249 -1.337 3.687
C 1.753 0.609 1.366
C 1.002 0.841 2.545
H 0.171 1.555 2.635
H 1.190 0.071 4.632
H 3.542 -0.758 1.045
H 1.691 1.152 0.427
C -1.161 -1.554 3.560
C -1.591 -0.453 2.780
C -1.623 -0.831 1.422
H -1.891 0.514 3.190
C -1.146 -2.202 1.328
C -0.790 -2.600 2.698
H -0.507 -3.614 2.981
H -1.179 -1.621 4.649
H -2.062 -0.270 0.597
H -1.273 -2.902 0.506
O 0.814 -2.200 -1.164
C 0.093 -1.847 -2.437
C 0.706 -2.608 -3.624
H 0.117 -0.764 -2.594
H -0.948 -2.168 -2.340
C 1.740 -3.570 -3.023
H 1.197 -1.911 -4.312
H -0.080 -3.171 -4.144
C 1.608 -3.401 -1.510
H 2.773 -3.290 -3.307
H 1.534 -4.625 -3.284
H 2.591 -3.336 -1.039
H 1.055 -4.243 -1.078
O 1.596 -3.224 3.153
N 2.206 -3.825 2.237
O 2.245 -3.248 1.066
```

Atomic partial charges in e from the Mulliken method, atoms 1 to 8: number 1, O, carries -0.480; number 2, C, carries -0.453; number 3, C, carries -0.889; number 4, H, carries 0.256; number 5, H, carries 0.286; number 6, C, carries 1.730; number 7, H, carries 0.322; number 8, H, carries 0.293

---

# 2
Entry from the OMol25 dataset: C29H25N3O5Pt as an isolated structure in a non-equilibrium geometry (ωB97M-V with the def2-TZVPD basis set).

- LUMO energy: -1.1 eV
- Strongest force on any atom: 0.0249 hartree/bohr
- E_HOMO: -7.3 eV
- Calculated total energy: -48431.97712 eV
- Kohn-Sham gap: 6.14 eV

```
63
C29H25N3O5Pt | the OMol25 dataset | ωB97M-V with the def2-TZVPD basis set
Pt 0.210 0.071 0.903
C 0.185 -4.189 1.944
O 0.629 -4.001 3.289
C 0.362 -2.833 3.955
C 0.250 -2.935 5.320
C -0.003 -1.814 6.120
C -0.166 -0.597 5.521
C -0.056 -0.452 4.123
C -0.342 0.864 3.601
N -0.399 1.182 2.366
N -0.801 2.474 2.018
C -0.693 2.642 0.733
O -0.217 1.754 -0.109
C -1.191 3.925 0.170
C -1.250 5.078 0.947
C -1.753 6.254 0.407
C -2.204 6.286 -0.908
C -2.161 5.132 -1.680
C -1.648 3.956 -1.144
C 0.266 -1.573 3.312
O 0.501 -1.535 2.024
H 0.179 -5.267 1.790
H 0.849 -3.715 1.227
H -0.824 -3.799 1.798
H 0.357 -3.922 5.757
H -0.095 -1.920 7.195
H -0.390 0.283 6.117
H -0.577 1.656 4.304
H -0.896 5.043 1.969
H -1.794 7.152 1.013
H -2.591 7.208 -1.327
H -2.529 5.146 -2.702
H -1.596 3.046 -1.728
C -2.962 -1.839 -1.598
O -2.358 -1.865 -2.909
C -1.595 -0.760 -3.159
C -2.150 0.476 -3.431
C -1.320 1.559 -3.672
C 0.057 1.397 -3.609
C 0.606 0.151 -3.358
C -0.224 -0.940 -3.158
N 0.217 -2.292 -3.051
C 1.421 -2.753 -2.839
C 2.403 -2.169 -2.063
C 3.766 -2.552 -2.283
C 4.767 -2.004 -1.571
C 4.458 -1.045 -0.561
C 3.179 -0.693 -0.268
C 2.079 -1.256 -0.980
O 0.863 -1.060 -0.696
H -3.689 -1.031 -1.520
H -2.203 -1.711 -0.827
H -3.467 -2.792 -1.468
H -3.229 0.579 -3.453
H -1.746 2.530 -3.897
H 0.712 2.244 -3.767
H 1.681 0.025 -3.338
H -0.526 -2.963 -3.195
H 1.637 -3.701 -3.334
H 3.989 -3.270 -3.067
H 5.794 -2.283 -1.774
H 5.264 -0.590 0.002
H 2.964 0.010 0.517
```

Atomic partial charges in e from the Mulliken method, atoms 1 to 8: number 1, Pt, carries 0.974; number 2, C, carries -0.594; number 3, O, carries -0.509; number 4, C, carries 0.436; number 5, C, carries -0.492; number 6, C, carries -0.683; number 7, C, carries -1.007; number 8, C, carries 0.470